Entry from OMol25: a 2-piece molecular cluster, C3H6O3 overall (ωB97M-V/def2-TZVPD).

Calculated values
HOMO level in eV: -9.3953
E in eV: -9350.21088
Gap between HOMO and LUMO in Ha: 0.3797
SMILES: C=CO.O=CO
Total charge: 0
LUMO in hartree: 0.0344

The geometry in XYZ format:
```
12
C3H6O3, DFT ωB97M-V/def2-TZVPD
O -1.360 0.419 -1.655
O 1.082 -0.332 -0.754
O -1.452 -1.236 -0.117
C -1.964 -0.259 -0.848
C 1.455 0.266 1.499
C 1.138 0.598 0.255
H -3.031 -0.122 -0.629
H 0.534 0.047 -1.467
H 1.499 1.023 2.273
H -0.479 -1.259 -0.278
H 0.895 1.617 -0.042
H 1.683 -0.762 1.762
```